[1]
The following is a quantum chemistry calculation of a structure of composition C24H29N4O2PbS7 in a non-equilibrium geometry, from OMol25.

Geometry as ORCA input:
```
! wB97M-V def2-TZVPD RIJCOSX def2/J DEFGRID3
* xyz 1 1
Pb -0.03 -1.05 -0.03
C -1.33 -4.03 2.46
C 0.13 -4.12 2.74
S 1.15 -3.61 1.33
C 0.58 -4.85 0.20
C 1.32 -4.65 -1.14
S 0.88 -3.09 -2.06
C -0.40 -3.52 -3.23
C -1.84 -3.55 -2.66
S -2.29 -2.33 -1.39
C -3.27 -3.30 -0.26
C -3.43 -2.66 1.13
S -1.94 -2.29 2.07
H -1.92 -4.26 3.35
H -1.62 -4.72 1.59
H 0.49 -5.09 3.03
H 0.46 -3.49 3.59
H -0.54 -4.96 0.03
H 0.84 -5.87 0.38
H 1.13 -5.49 -1.78
H 2.45 -4.52 -0.98
H -0.05 -4.48 -3.67
H -0.34 -2.84 -4.06
H -2.12 -4.55 -2.22
H -2.62 -3.44 -3.45
H -2.94 -4.33 -0.20
H -4.25 -3.24 -0.75
H -4.21 -3.24 1.64
H -3.82 -1.67 1.02
N -4.58 6.16 -2.38
C -3.50 5.37 -2.03
C -3.21 5.15 -0.63
C -2.13 4.28 -0.32
C -1.64 3.44 -1.28
C -2.01 3.54 -2.60
C -2.95 4.47 -2.98
S -0.51 2.11 -0.93
O -0.84 1.06 -1.92
O 0.74 2.79 -0.98
N -0.82 1.47 0.52
C -0.05 1.78 1.60
N 0.36 0.64 2.32
C 1.31 0.82 3.21
C 1.91 2.08 3.48
C 1.31 3.11 2.81
N 0.42 2.99 1.81
H -4.69 6.96 -1.78
H -4.53 6.52 -3.29
H -3.78 5.80 0.10
H -1.73 4.25 0.71
H -1.63 2.77 -3.33
H -3.38 4.51 -3.95
H 1.53 -0.03 3.78
H 2.86 2.25 4.00
H 1.63 4.11 2.97
S 4.55 -0.85 -1.02
C 4.95 0.50 -0.07
C 5.99 0.89 0.80
C 6.10 2.16 1.29
C 5.10 3.10 0.87
C 3.92 2.72 0.25
C 3.92 1.49 -0.39
S 2.94 0.64 -1.49
H 6.78 0.12 1.01
H 6.87 2.47 2.03
H 5.26 4.20 1.04
H 3.08 3.38 0.11
*
```

Properties
* HOMO level: -9.751 eV
* gap between HOMO and LUMO: 7.0 eV
* electronic energy: -4281.318100 a.u.

Results of the Löwdin charge analysis, in e, for atoms 1 through 5: 1.135, -0.467, -0.508, 0.824, -0.559

***

[2]
The following is a quantum chemistry calculation of a structure of composition C3H2LiO3Tm in a non-equilibrium geometry, from OMol25.

Geometry as ORCA input:
```
! wB97M-V def2-TZVPD RIJCOSX def2/J DEFGRID3
* xyz 1 4
C -1.73 -0.33 0.36
O -2.66 0.52 0.23
H -0.26 0.89 -0.66
Li -3.63 -1.06 0.33
C -0.35 0.25 0.23
O 0.64 -0.78 0.23
C 1.85 -0.51 -0.23
O 2.08 0.64 -0.70
Tm 4.39 -0.45 -0.99
H -0.33 0.83 1.21
*
```

Properties
* HOMO level (spin up / spin down): -8.125 / -9.890 eV
* gap between HOMO and LUMO (spin up / spin down): 3.6 / 3.2 eV
* electronic energy: -1433.552936 a.u.
* relative energy (zero: lowest compared OMol25 entry of this formula, charge and spin): 0.00 kJ/mol
* expectation value of S²: 3.756

Results of the Löwdin charge analysis, in e, for atoms 1 through 5: -0.030, -0.023, 0.149, 0.846, -0.149

***

[3]
The following is a quantum chemistry calculation of a cluster of 10 separate species, C79H162F12N6O9S in total in a non-equilibrium geometry, from OMol25.

Geometry as ORCA input:
```
! wB97M-V def2-TZVPD RIJCOSX def2/J DEFGRID3
* xyz 2 1
C -3.42 -15.59 -2.00
C -4.93 -15.83 -1.61
C -5.95 -14.98 -2.48
C -5.69 -15.23 -4.05
N -6.58 -14.29 -4.97
C -6.21 -14.56 -6.51
C -7.46 -15.10 -7.15
C -8.17 -15.82 -6.08
C -8.02 -14.68 -4.93
C -6.57 -12.81 -4.51
C -5.26 -12.10 -4.34
C -5.32 -10.64 -3.77
H -2.83 -15.19 -1.17
H -3.23 -14.92 -2.83
H -2.92 -16.54 -2.23
H -5.14 -15.62 -0.57
H -5.19 -16.88 -1.45
H -6.00 -13.96 -2.10
H -6.91 -15.42 -2.23
H -5.94 -16.24 -4.38
H -4.75 -14.86 -4.46
H -5.77 -13.62 -6.83
H -5.52 -15.40 -6.48
H -7.98 -14.25 -7.60
H -7.20 -15.84 -7.90
H -9.23 -15.98 -6.29
H -7.63 -16.74 -5.86
H -8.64 -13.85 -5.29
H -8.21 -15.12 -3.95
H -7.08 -12.78 -3.55
H -7.14 -12.33 -5.30
H -4.57 -12.09 -5.18
H -4.77 -12.87 -3.73
H -4.32 -10.24 -3.57
H -5.80 -10.68 -2.79
H -5.95 -10.04 -4.42
C -10.89 4.52 -2.79
C -9.87 5.64 -3.15
C -9.43 5.56 -4.67
C -7.90 5.39 -4.72
N -7.38 5.08 -6.18
C -5.80 5.28 -6.18
C -5.59 6.71 -6.47
C -6.91 7.39 -6.93
C -7.85 6.17 -7.18
C -7.80 3.66 -6.71
C -7.19 2.53 -5.96
C -7.70 1.13 -6.42
H -11.80 4.52 -3.40
H -11.20 4.58 -1.74
H -10.37 3.56 -2.83
H -9.01 5.67 -2.49
H -10.44 6.54 -2.94
H -9.70 6.53 -5.10
H -9.93 4.86 -5.33
H -7.48 4.59 -4.10
H -7.29 6.23 -4.38
H -5.48 4.54 -6.90
H -5.45 4.85 -5.24
H -4.86 6.65 -7.28
H -5.13 7.33 -5.70
H -6.77 7.99 -7.83
H -7.34 8.09 -6.22
H -7.57 5.67 -8.10
H -8.94 6.21 -7.25
H -7.40 3.62 -7.72
H -8.89 3.66 -6.71
H -7.40 2.61 -4.90
H -6.11 2.52 -5.91
H -7.66 0.90 -7.49
H -8.77 1.06 -6.26
H -7.22 0.33 -5.86
C 6.12 16.60 -3.34
C 5.42 15.99 -4.66
C 4.19 15.16 -4.33
C 3.96 14.16 -5.49
N 2.50 13.66 -5.73
C 1.65 13.42 -4.43
C 0.34 14.30 -4.61
C 0.27 14.72 -6.04
C 1.75 14.87 -6.42
C 2.49 12.47 -6.71
C 2.74 11.09 -6.24
C 2.95 10.11 -7.29
H 7.16 16.91 -3.47
H 6.25 15.86 -2.56
H 5.46 17.32 -2.86
H 6.10 15.41 -5.28
H 5.21 16.77 -5.39
H 3.34 15.75 -3.99
H 4.63 14.53 -3.55
H 4.60 13.31 -5.27
H 4.25 14.55 -6.46
H 1.33 12.38 -4.38
H 2.16 13.76 -3.53
H -0.57 13.77 -4.32
H 0.49 15.11 -3.90
H -0.13 13.88 -6.60
H -0.37 15.59 -6.17
H 1.65 14.58 -7.46
H 2.34 15.76 -6.22
H 3.25 12.64 -7.47
H 1.62 12.49 -7.36
H 1.93 10.53 -5.77
H 3.27 10.96 -5.30
H 3.93 10.11 -7.77
H 2.11 9.94 -7.96
H 3.18 9.17 -6.80
C -3.99 -3.25 9.07
C -3.30 -4.12 7.97
C -2.73 -3.37 6.69
C -3.69 -3.18 5.53
N -3.22 -2.19 4.47
C -1.89 -2.61 3.74
C -0.81 -1.87 4.50
C -1.43 -0.69 5.14
C -2.95 -0.82 5.10
C -4.23 -2.09 3.35
C -5.63 -1.39 3.71
C -6.74 -1.49 2.61
H -4.76 -2.68 8.56
H -3.26 -2.54 9.47
H -4.33 -3.81 9.94
H -3.98 -4.92 7.68
H -2.39 -4.58 8.36
H -2.06 -4.13 6.27
H -2.28 -2.45 7.05
H -4.67 -2.85 5.88
H -3.79 -4.08 4.93
H -2.03 -2.42 2.68
H -1.80 -3.70 3.68
H -0.15 -1.46 3.73
H -0.13 -2.40 5.16
H -1.12 0.26 4.69
H -1.19 -0.47 6.18
H -3.27 0.00 4.46
H -3.47 -0.74 6.06
H -4.28 -3.13 3.04
H -3.74 -1.48 2.59
H -5.30 -0.35 3.74
H -6.04 -1.81 4.63
H -6.52 -0.87 1.74
H -7.72 -1.23 3.01
H -6.86 -2.54 2.34
C 9.69 -0.57 5.97
C 9.66 -1.38 7.24
C 11.12 -1.83 7.68
C 10.87 -2.61 8.99
N 12.15 -3.37 9.60
C 11.87 -4.69 10.42
C 13.20 -5.43 10.40
C 13.79 -5.11 9.03
C 13.05 -3.91 8.46
C 12.95 -2.29 10.43
C 12.41 -2.11 11.82
C 13.09 -0.98 12.58
H 10.24 0.36 6.14
H 8.74 -0.29 5.53
H 10.35 -1.08 5.26
H 8.99 -2.23 7.09
H 9.11 -0.81 7.99
H 11.64 -0.90 7.88
H 11.67 -2.38 6.92
H 10.11 -3.39 8.88
H 10.46 -2.02 9.81
H 11.53 -4.41 11.42
H 11.13 -5.26 9.84
H 13.91 -5.09 11.16
H 13.06 -6.45 10.77
H 14.83 -4.81 8.90
H 13.70 -5.97 8.37
H 13.62 -3.12 7.97
H 12.37 -4.38 7.76
H 12.94 -1.40 9.80
H 14.00 -2.60 10.35
H 12.57 -3.00 12.44
H 11.34 -1.94 11.88
H 14.09 -1.20 12.97
H 12.47 -0.79 13.46
H 13.17 -0.07 11.99
C 1.45 8.62 7.46
C 0.20 8.03 6.84
C -0.90 9.10 6.60
C -2.16 8.59 5.93
N -2.73 9.71 4.99
C -4.14 9.06 4.55
C -4.21 9.29 3.08
C -3.10 10.03 2.55
C -1.99 9.84 3.59
C -3.01 11.13 5.57
C -3.66 11.18 6.99
C -4.56 12.36 7.30
H 1.97 9.35 6.83
H 2.25 7.89 7.57
H 1.27 9.03 8.45
H -0.08 7.18 7.48
H 0.49 7.55 5.90
H -0.42 9.93 6.08
H -1.13 9.72 7.46
H -3.00 8.29 6.56
H -1.80 7.85 5.22
H -4.90 9.53 5.18
H -4.19 8.00 4.80
H -5.06 9.91 2.79
H -4.29 8.37 2.50
H -3.39 11.08 2.46
H -2.96 9.64 1.54
H -1.27 10.65 3.67
H -1.40 8.98 3.27
H -3.65 11.61 4.82
H -2.08 11.66 5.40
H -2.76 11.36 7.57
H -4.08 10.26 7.40
H -4.11 13.26 6.89
H -4.57 12.45 8.39
H -5.51 12.39 6.78
C 2.34 -14.09 -5.75
O 2.13 -12.99 -4.86
O 1.10 -14.18 -6.47
C 3.79 -14.13 -6.47
F 4.65 -14.83 -5.72
F 3.74 -14.86 -7.51
F 4.28 -12.89 -6.88
C 3.07 -12.73 -3.81
C 2.22 -11.85 -2.83
H 2.77 -11.59 -1.93
H 1.80 -10.87 -3.08
H 1.36 -12.38 -2.43
H 3.74 -11.98 -4.25
H 3.58 -13.51 -3.25
H 2.38 -14.94 -5.07
C 8.75 -9.15 2.22
O 8.55 -10.63 2.45
O 10.11 -8.89 2.06
C 7.69 -8.34 1.37
F 7.73 -8.74 0.13
F 6.39 -8.52 1.71
F 7.98 -6.97 1.28
C 8.22 -11.45 1.39
C 8.34 -12.82 1.96
H 7.47 -13.07 2.57
H 8.37 -13.50 1.10
H 9.23 -13.07 2.54
H 8.88 -11.31 0.53
H 7.19 -11.32 1.06
H 8.50 -8.92 3.25
C 0.72 2.09 -1.80
O 1.20 0.74 -1.69
O -0.57 2.17 -1.12
C 1.84 3.09 -1.30
F 2.99 2.57 -1.70
F 1.75 4.25 -1.81
F 1.94 3.23 0.04
C 1.40 0.08 -2.95
C 1.82 -1.36 -2.56
H 0.97 -2.03 -2.55
H 2.37 -1.66 -3.45
H 2.43 -1.48 -1.66
H 2.17 0.53 -3.57
H 0.52 -0.02 -3.60
H 0.48 2.20 -2.85
C -2.08 1.92 -13.15
F -3.13 2.48 -12.63
F -2.36 1.45 -14.34
F -1.11 2.82 -13.29
S -1.40 0.46 -12.14
O -1.37 0.86 -10.72
O -2.31 -0.70 -12.38
O -0.06 0.27 -12.72
*
```

Properties
* HOMO level: -5.082 eV
* gap between HOMO and LUMO: 1.4 eV
* electronic energy: -5708.079477 a.u.

Results of the Löwdin charge analysis, in e, for atoms 1 through 5: -0.077, -0.217, -0.144, -0.040, -0.204

***

[4]
The following is a quantum chemistry calculation of a structure of composition C16H17Cl2F5O2Ru in a non-equilibrium geometry, from OMol25.

Geometry as ORCA input:
```
! wB97M-V def2-TZVPD RIJCOSX def2/J DEFGRID3
* xyz -2 5
C 0.66 0.06 -2.58
C 1.10 -1.20 -2.03
C 1.70 -0.93 -0.74
C 0.93 -2.54 -2.58
C 1.72 0.50 -0.59
C 1.14 1.08 -1.73
C 1.09 2.53 -2.05
C 0.09 0.27 -3.94
C 2.19 -1.97 0.18
C 2.47 1.21 0.46
Ru -0.50 -1.31 -0.68
Cl -1.11 -2.24 1.09
Cl -2.22 -1.24 -2.13
O -0.59 1.22 1.60
H 0.52 -2.51 -3.60
H 0.21 -3.09 -1.93
H 1.90 -3.05 -2.54
H 1.33 -2.62 0.41
H 2.54 -1.49 1.09
H 3.01 -2.56 -0.25
H 2.42 0.65 1.40
H 2.06 2.22 0.60
H 3.53 1.32 0.19
H 1.54 3.11 -1.24
H 0.05 2.88 -2.17
H 1.64 2.76 -2.97
H -0.63 -0.53 -4.17
H 0.88 0.26 -4.70
H -0.44 1.23 -3.98
H 0.34 1.21 1.91
O -2.24 3.35 -1.34
H -2.16 2.35 -1.33
F -3.28 1.25 1.32
C -2.74 0.67 2.41
C -1.35 0.65 2.56
C -0.77 0.02 3.66
F 0.60 0.00 3.75
C -1.55 -0.62 4.60
F -0.99 -1.28 5.63
C -2.94 -0.58 4.45
F -3.71 -1.19 5.37
C -3.54 0.06 3.37
F -4.88 0.08 3.24
*
```

Properties
* HOMO level (spin up / spin down): 0.272 / 0.272 eV
* gap between HOMO and LUMO (spin up / spin down): 4.3 / 4.3 eV
* electronic energy: -2284.836972 a.u.
* relative energy (zero: lowest compared OMol25 entry of this formula, charge and spin): 206.63 kJ/mol
* expectation value of S²: 6.025

Results of the Löwdin charge analysis, in e, for atoms 1 through 5: -0.311, -0.471, -0.391, -0.114, -0.265